*A*
Computed, not measured: the molecule C23H34N4O3, with wB97M-V/def2-TZVPD.

Output
SMILES string: COc1ccc(C(=O)N[C@@H](C)CCn2cccn2)cc1OC1CCN(C(C)C)CC1
Net charge: 0
Kohn-Sham gap in eV: 8.82

Geometry (Å):
C: -0.9594 3.4484 -3.0549
O: -2.0582 2.8308 -2.4222
C: -1.8947 2.0039 -1.3538
C: -3.0872 1.6636 -0.7183
C: -3.1266 0.8118 0.3651
C: -1.9390 0.2910 0.8597
C: -1.8522 -0.6623 1.9969
O: -0.8386 -0.7972 2.6637
N: -2.9788 -1.3782 2.2299
C: -3.0138 -2.4733 3.1732
C: -4.3115 -2.4161 3.9745
C: -2.8764 -3.8231 2.4541
C: -1.5662 -3.9535 1.6784
N: -1.5869 -3.2018 0.4470
C: -0.5188 -2.7042 -0.2030
C: -0.9865 -2.1099 -1.3526
C: -2.3705 -2.3043 -1.3039
N: -2.7153 -2.9684 -0.2159
C: -0.7396 0.6470 0.2516
C: -0.6849 1.4730 -0.8595
O: 0.4709 1.7787 -1.5239
C: 1.7157 1.2776 -1.0652
C: 2.7030 1.4101 -2.2232
C: 4.0874 0.9469 -1.7757
N: 4.5336 1.7635 -0.6659
C: 5.9556 1.6982 -0.3579
C: 6.4986 0.2849 -0.1051
C: 6.7651 2.3947 -1.4536
C: 3.6597 1.5825 0.4745
C: 2.2554 2.0701 0.1264
H: -0.3509 4.0123 -2.3448
H: -1.4002 4.1334 -3.7797
H: -0.3284 2.7244 -3.5735
H: -3.9930 2.0928 -1.1170
H: -4.0747 0.5923 0.8310
H: -3.6967 -1.3842 1.5217
H: -2.1559 -2.3235 3.8386
H: -5.1667 -2.5607 3.3176
H: -4.3216 -3.1930 4.7339
H: -4.4070 -1.4502 4.4633
H: -3.7038 -3.9477 1.7535
H: -2.9223 -4.6205 3.1964
H: -1.3909 -5.0113 1.4424
H: -0.7309 -3.5861 2.2812
H: 0.4722 -2.7997 0.1930
H: -0.4231 -1.6058 -2.1104
H: -3.1177 -1.9876 -2.0039
H: 0.1565 0.2280 0.6792
H: 1.6175 0.2146 -0.8011
H: 2.7476 2.4564 -2.5263
H: 2.3627 0.8161 -3.0727
H: 4.7869 1.0581 -2.6040
H: 4.0330 -0.1240 -1.5060
H: 6.0803 2.2805 0.5633
H: 5.9220 -0.2154 0.6696
H: 6.4589 -0.3122 -1.0131
H: 7.5334 0.3426 0.2223
H: 7.7762 2.5822 -1.1014
H: 6.2993 3.3427 -1.7075
H: 6.8282 1.7839 -2.3505
H: 4.0479 2.1675 1.3113
H: 3.6012 0.5253 0.7936
H: 1.5998 1.9668 0.9919
H: 2.2982 3.1242 -0.1522

***

*B*
Computed, not measured: the molecule C23H34N4O3, with wB97M-V/def2-TZVPD.

Output
SMILES string: CCOc1ccccc1NC(=O)NC1(C(=O)N2CCN3CCC[C@@H]3C2)CCCCC1
Net charge: 0
Kohn-Sham gap in eV: 8.82

Geometry (Å):
C: -0.0689 -3.1711 -2.4890
C: 1.2427 -2.9215 -1.7611
O: 0.9179 -2.3932 -0.4922
C: 1.9198 -1.9982 0.3497
C: 3.2695 -2.2357 0.1594
C: 4.1928 -1.7910 1.0964
C: 3.7708 -1.1186 2.2252
C: 2.4223 -0.8630 2.4238
C: 1.4911 -1.2831 1.4887
N: 0.1276 -0.9905 1.5496
C: -0.5181 -0.2310 2.4849
O: -0.0808 0.0351 3.5876
N: -1.7349 0.2720 2.1013
C: -2.4763 0.1147 0.8571
C: -1.5545 0.3031 -0.3680
O: -1.5915 -0.5031 -1.2864
N: -0.7446 1.3803 -0.4383
C: -0.4955 2.4288 0.5285
C: 0.9707 2.4285 0.9825
N: 1.8243 2.4973 -0.1774
C: 3.2516 2.4754 0.0760
C: 3.8724 2.0609 -1.2706
C: 2.6816 1.5954 -2.1269
C: 1.5795 1.3965 -1.0925
C: 0.1434 1.4927 -1.5867
C: -3.5901 1.1777 0.8254
C: -4.5413 0.9714 -0.3498
C: -5.2168 -0.3902 -0.2466
C: -4.1575 -1.4837 -0.2723
C: -3.1301 -1.2863 0.8401
H: 0.1232 -3.4394 -3.5236
H: -0.6158 -3.9766 -2.0065
H: -0.6779 -2.2718 -2.4496
H: 1.8094 -3.8566 -1.6510
H: 1.8597 -2.2000 -2.3158
H: 3.6133 -2.7668 -0.7145
H: 5.2431 -1.9814 0.9341
H: 4.4881 -0.7810 2.9575
H: 2.0833 -0.3334 3.2989
H: -0.3667 -1.2743 0.7147
H: -2.2449 0.6757 2.8743
H: -0.7061 3.3877 0.0389
H: -1.1316 2.3204 1.4019
H: 1.1750 1.5311 1.5897
H: 1.1483 3.3077 1.6071
H: 3.5809 3.4620 0.4078
H: 3.5080 1.7407 0.8578
H: 4.5875 1.2528 -1.1237
H: 4.3919 2.8929 -1.7418
H: 2.8975 0.6872 -2.6854
H: 2.3851 2.3759 -2.8274
H: 1.7173 0.4224 -0.5877
H: -0.0170 2.4638 -2.0652
H: -0.0933 0.6907 -2.2858
H: -3.1597 2.1785 0.7747
H: -4.1592 1.1011 1.7567
H: -5.2886 1.7677 -0.3493
H: -3.9847 1.0296 -1.2869
H: -5.9124 -0.5273 -1.0761
H: -5.7878 -0.4445 0.6840
H: -3.6458 -1.4693 -1.2336
H: -4.6240 -2.4633 -0.1494
H: -3.6162 -1.4214 1.8105
H: -2.3569 -2.0505 0.7461

***

Most stable: *B*. Least stable: *A*.